Below is a 11-piece molecular cluster, H22O11 overall in a non-equilibrium geometry, with properties calculated with ωB97M-V with the def2-TZVPD basis set.

Last column: Mulliken charge in e.
Positions of all 33 atoms, in Å:
H: 1.918 -1.055 -2.718  0.34
H: 1.447 2.964 -2.129  0.24
O: 3.161 -1.538 3.161  -0.64
O: -4.351 -1.730 0.313  -0.62
O: 0.631 2.518 2.788  -0.62
H: 1.025 0.138 -2.857  0.30
H: 2.697 2.220 1.234  0.30
H: -4.275 -1.707 -0.686  0.33
H: 0.815 1.797 3.499  0.34
O: 2.419 1.291 1.058  -0.57
O: -4.091 1.905 -0.084  -0.56
H: 2.313 -1.842 3.522  0.32
H: -0.302 -1.206 1.976  0.28
O: 0.148 0.433 0.413  -0.49
O: -1.212 0.201 -1.867  -0.57
H: -0.400 -2.690 2.315  0.31
H: -0.321 2.482 2.806  0.29
H: -1.778 0.943 -1.507  0.26
O: 0.611 -3.320 -2.325  -0.64
O: 1.833 -0.205 -3.221  -0.63
H: -4.250 2.832 0.156  0.31
H: -3.194 1.919 -0.035  0.25
H: 2.112 0.939 1.879  0.23
H: 0.110 -2.679 -1.834  0.28
H: 0.292 1.303 0.548  0.33
H: 0.242 0.393 -0.551  0.24
H: 0.380 2.146 -2.756  0.28
H: -3.812 -0.970 0.520  0.30
H: 2.894 -1.151 2.280  0.33
O: 1.061 2.062 -2.145  -0.55
O: 0.148 -2.018 1.765  -0.60
H: 0.476 -3.028 -3.259  0.35
H: -1.262 -0.541 -1.251  0.28

Computed properties:
Energy above the lowest of the compared OMol25 structures with the same formula, charge and spin ... 83.53 kcal/mol
E ... -22877.892 eV
SMILES ... O.O.O.O.O.O.O.O.O.O.O
Kohn-Sham gap ... 10.14 eV


Below is C4H10N2 as an isolated structure in a non-equilibrium geometry, with properties calculated with ωB97M-V with the def2-TZVPD basis set.

Last column: Mulliken charge in e.
Positions of all 16 atoms, in Å:
H: -2.176 0.126 1.179  0.27
C: -1.326 0.660 0.749  -1.07
H: 0.079 1.176 1.198  0.57
H: -0.798 -1.460 -1.406  0.27
H: 2.228 -0.818 -0.567  0.29
H: -1.156 -2.139 0.176  0.31
H: -1.101 2.324 -0.488  0.21
N: 0.858 0.343 0.588  -0.18
N: -1.791 1.621 -0.255  -0.42
H: 2.545 0.918 -0.510  0.27
C: 2.193 0.065 0.076  -0.78
C: -0.409 -1.576 -0.390  -1.08
H: 0.511 -2.162 -0.434  0.35
H: -2.280 1.238 -1.060  0.18
C: -0.255 -0.232 0.231  0.54
H: 2.877 -0.085 0.913  0.25

Computed properties:
Energy above the lowest of the compared OMol25 structures with the same formula, charge and spin ... 87.76 kcal/mol
E ... -7286.814 eV
Kohn-Sham gap ... 8.22 eV


Below is one molecule with the formula CH3F2PS in a non-equilibrium geometry, with properties calculated with ωB97M-V with the def2-TZVPD basis set.

Last column: Mulliken charge in e.
Positions of all 8 atoms, in Å:
H: -2.109 -0.579 -0.855  0.26
F: 2.656 -0.364 -0.998  -0.22
H: -0.949 0.703 -0.456  0.19
C: -1.524 -0.116 -0.031  -0.61
P: 1.703 0.595 -0.100  0.54
S: -0.170 -1.185 0.394  -0.21
H: -2.284 0.191 0.890  0.23
F: 2.677 0.753 1.156  -0.19

Computed properties:
Energy above the lowest of the compared OMol25 structures with the same formula, charge and spin ... 28.03 kcal/mol
E ... -26645.050 eV
SMILES ... CSP(F)F
Kohn-Sham gap ... 8.37 eV


Below is one molecule with the formula C4H9N in a non-equilibrium geometry, with properties calculated with ωB97M-V with the def2-TZVPD basis set.

Last column: Mulliken charge in e.
Positions of all 14 atoms, in Å:
H: -1.803 -0.250 -1.104  0.21
C: 0.073 -0.234 0.044  0.80
H: -0.344 -0.192 2.146  0.27
H: 1.377 -0.096 1.752  0.43
H: 0.360 1.271 1.520  0.33
H: 1.263 -1.832 -0.305  0.29
H: -1.533 1.117 0.312  0.23
H: 0.656 1.747 -0.911  0.21
N: 0.231 -1.611 -0.194  -0.62
C: 0.185 0.773 -1.070  -0.68
H: -0.291 -1.715 -1.078  0.29
C: 0.433 0.212 1.401  -1.46
C: -1.107 0.452 -0.504  -0.54
H: 0.501 0.359 -2.008  0.25

Computed properties:
Energy above the lowest of the compared OMol25 structures with the same formula, charge and spin ... 28.74 kcal/mol
E ... -5782.566 eV
SMILES ... CC1(N)CC1
Kohn-Sham gap ... 9.84 eV


Below is C4H7NO2 as an isolated structure in a non-equilibrium geometry, with properties calculated with ωB97M-V with the def2-TZVPD basis set.

Last column: Mulliken charge in e.
Positions of all 14 atoms, in Å:
H: 1.226 -1.915 -0.321  0.27
H: 1.853 1.409 -0.826  0.28
N: -1.823 0.812 0.530  -0.41
H: 0.081 1.920 -0.973  0.22
H: 1.262 -1.381 1.357  0.28
C: 0.461 0.067 -0.018  0.84
O: -1.340 -1.416 0.472  -0.45
O: -1.026 -1.094 -1.321  -0.33
C: 0.813 1.198 -0.618  -1.20
C: 1.406 -1.049 0.326  -1.14
H: -2.800 0.612 0.688  0.25
H: -1.576 1.753 0.265  0.18
H: 2.437 -0.714 0.190  0.39
C: -0.976 -0.202 0.250  0.82

Computed properties:
Energy above the lowest of the compared OMol25 structures with the same formula, charge and spin ... 137.30 kcal/mol
E ... -9841.326 eV
Kohn-Sham gap (spin up / spin down) ... 8.54 / 8.40 eV


What did the second record say?
Below is C4H10N2 as an isolated structure in a non-equilibrium geometry, with properties calculated with ωB97M-V with the def2-TZVPD basis set.

Last column: Mulliken charge in e.
Positions of all 16 atoms, in Å:
H: -2.176 0.126 1.179  0.27
C: -1.326 0.660 0.749  -1.07
H: 0.079 1.176 1.198  0.57
H: -0.798 -1.460 -1.406  0.27
H: 2.228 -0.818 -0.567  0.29
H: -1.156 -2.139 0.176  0.31
H: -1.101 2.324 -0.488  0.21
N: 0.858 0.343 0.588  -0.18
N: -1.791 1.621 -0.255  -0.42
H: 2.545 0.918 -0.510  0.27
C: 2.193 0.065 0.076  -0.78
C: -0.409 -1.576 -0.390  -1.08
H: 0.511 -2.162 -0.434  0.35
H: -2.280 1.238 -1.060  0.18
C: -0.255 -0.232 0.231  0.54
H: 2.877 -0.085 0.913  0.25

Computed properties:
Energy above the lowest of the compared OMol25 structures with the same formula, charge and spin ... 87.76 kcal/mol
E ... -7286.814 eV
Kohn-Sham gap ... 8.22 eV


> Among the records above, which one has the highest energy above the lowest of the compared OMol25 structures with the same formula, charge and spin?

C4H7NO2


> energy above the lowest of the compared OMol25 structures with the same formula, charge and spin of number 2 (C4H10N2)?

87.76 kcal/mol


> Among the records above, which one has the lowest E?

CH3F2PS